(1)
{"formula": "C19H14AuF3N5S2", "method": "wB97M-V/def2-TZVPD", "symbols": ["Au", "S", "C", "N", "N", "C", "C", "C", "C", "C", "C", "N", "N", "C", "C", "C", "C", "C", "C", "H", "H", "H", "H", "H", "H", "H", "H", "H", "H", "H", "F", "C", "F", "F", "C", "C", "C", "C", "N", "C", "S", "H", "H", "H"], "coordinates": [[-0.623641, -1.163999, -0.824536], [1.624620, -1.162661, -0.689384], [1.764500, 0.397535, 0.090120], [2.827338, 0.844199, 0.723783], [3.823064, 0.071717, 0.921216], [4.984895, 0.498505, 1.611256], [5.106302, 1.803599, 2.068564], [6.271506, 2.164486, 2.724344], [7.291305, 1.241896, 2.918613], [7.150380, -0.057981, 2.455966], [5.992147, -0.437967, 1.798088], [0.742426, 1.282379, 0.090212], [-0.399715, 0.821167, -0.194057], [-1.450998, 1.790050, -0.257400], [-1.267148, 2.989109, -0.931189], [-2.303072, 3.909950, -0.943354], [-3.493736, 3.637089, -0.282821], [-3.659125, 2.438208, 0.397506], [-2.635767, 1.503074, 0.407397], [3.786747, -0.900017, 0.614372], [4.308708, 2.514716, 1.911574], [6.383491, 3.177479, 3.086093], [8.196196, 1.538584, 3.430797], [7.941794, -0.779206, 2.605887], [5.875157, -1.451729, 1.432907], [-0.331419, 3.192528, -1.433400], [-2.177797, 4.847085, -1.468434], [-4.292233, 4.366588, -0.293000], [-4.578025, 2.237715, 0.932073], [-2.733722, 0.573385, 0.955498], [-3.321599, -5.603208, -0.695658], [-3.762396, -5.047472, -1.832527], [-2.931930, -5.426299, -2.813112], [-4.970968, -5.544773, -2.096494], [-3.800213, -3.544960, -1.712906], [-4.962181, -2.819387, -1.898142], [-4.944795, -1.430604, -1.811203], [-3.760697, -0.796802, -1.506019], [-2.648112, -1.507748, -1.293338], [-2.634461, -2.844129, -1.427599], [-0.990666, -3.409562, -1.235907], [-5.881182, -3.341563, -2.128131], [-5.837592, -0.848336, -1.982220], [-3.677393, 0.277360, -1.425414]], "atomic_forces_ev_per_a": [[-0.377, 0.306, 0.038], [0.227, -0.448, 0.066], [-0.177, 0.538, 0.012], [0.064, -0.009, -0.026], [-0.009, -0.060, -0.070], [0.010, 0.008, -0.001], [0.051, -0.033, 0.014], [-0.035, 0.012, -0.008], [0.020, 0.004, 0.010], [-0.007, -0.010, 0.000], [0.000, 0.037, 0.004], [-0.017, -0.249, 0.209], [0.219, 0.090, -0.332], [-0.081, -0.106, 0.111], [-0.069, -0.015, -0.003], [0.024, 0.004, -0.013], [-0.016, 0.025, -0.012], [0.004, -0.005, 0.007], [0.056, 0.088, 0.034], [0.021, 0.009, 0.016], [-0.008, -0.005, -0.007], [-0.001, -0.001, -0.001], [0.000, -0.006, 0.000], [-0.002, -0.001, -0.001], [-0.004, 0.000, -0.002], [0.011, -0.021, 0.002], [0.000, -0.001, 0.003], [-0.002, -0.007, 0.005], [0.000, -0.003, 0.001], [-0.004, 0.002, 0.010], [0.002, -0.006, 0.014], [-0.002, -0.002, 0.015], [0.017, 0.000, -0.019], [-0.027, -0.004, -0.006], [0.044, 0.032, -0.015], [-0.017, -0.023, -0.016], [0.033, 0.025, -0.008], [-0.043, -0.018, -0.010], [0.023, -0.008, 0.031], [0.022, 0.067, -0.053], [0.081, -0.171, -0.008], [0.000, 0.000, 0.005], [-0.004, -0.007, 0.001], [-0.025, -0.029, 0.002]], "homo_ev": -10.91, "charge": 1, "gap_ev": 6.088, "e_lumo_ha": -0.1773}

---

(2)
{"formula": "C5H6N2S", "method": "wB97M-V/def2-TZVPD", "symbols": ["C", "C", "C", "C", "C", "H", "H", "H", "H", "H", "H", "N", "N", "S"], "coordinates": [[1.644928, 1.443008, -0.087787], [0.721884, 0.896828, 0.917468], [-0.215444, -0.063491, 0.655029], [-1.951593, -1.751163, 0.561836], [-0.580091, -0.565868, -0.731842], [1.361440, 1.200690, -1.099777], [2.670758, 1.135234, 0.203925], [1.561908, 2.579708, -0.044794], [0.935725, 1.224298, 1.984340], [-2.679345, -2.601469, 0.736589], [-0.655584, -0.790348, -2.512629], [-1.500698, -1.620735, -0.616460], [-0.130162, -0.122550, -1.827896], [-1.183726, -0.964142, 1.861998]], "atomic_forces_ev_per_a": [[0.158, 2.080, 0.117], [-1.054, -1.531, 1.473], [1.149, 1.265, -0.075], [-0.679, -2.705, -0.267], [0.465, 0.102, 1.909], [0.317, -0.419, -0.082], [-0.437, 0.324, -0.445], [0.475, -1.213, 0.122], [-0.514, -0.589, -1.308], [0.718, 1.315, 0.127], [1.313, 1.641, 0.784], [-0.702, 0.389, -0.968], [-1.594, -1.931, -1.641], [0.385, 1.274, 0.254]], "homo_ev": -8.61, "de_lowest_kcal_mol": 39.0, "gap_ev": 8.582, "smiles": "[H]/N=C1\\N=CS\\C1=C\\C", "e_lumo_ha": -0.0011}

---

(3)
{"formula": "C4H6N2O", "method": "wB97M-V/def2-TZVPD", "symbols": ["C", "C", "C", "N", "C", "N", "O", "H", "H", "H", "H", "H", "H"], "coordinates": [[1.197575, -0.361513, -1.683909], [-0.104952, -0.118949, -0.965972], [-0.463265, 1.131919, -0.614336], [-0.880197, 1.199754, 0.699966], [-0.800689, -0.043676, 1.081110], [-1.148493, -0.501529, 2.323312], [-0.376464, -0.918297, 0.153210], [1.242950, -0.402327, -2.781249], [1.782867, 0.496915, -1.359771], [1.694559, -1.222063, -1.235671], [-0.225065, 1.979863, -1.243569], [-0.898604, -1.441178, 2.588806], [-1.020225, 0.201081, 3.038074]], "atomic_forces_ev_per_a": [[0.244, -0.073, -0.008], [0.363, 0.460, 0.142], [0.222, 0.016, -0.193], [-0.346, -0.385, -0.147], [-0.242, 0.158, 0.078], [-0.043, 0.000, 0.001], [0.207, 0.178, 0.347], [-0.427, -0.229, 0.398], [0.502, -0.109, -0.403], [-0.130, -0.176, -0.302], [-0.319, 0.187, 0.345], [0.159, 0.144, -0.188], [-0.190, -0.172, -0.069]], "homo_ev": -8.01, "de_lowest_kcal_mol": 32.4, "gap_ev": 8.866, "smiles": "Cc1cnc(N)o1", "e_lumo_ha": 0.0313}

---

(4)
{"formula": "C4H34N2O13", "method": "wB97M-V/def2-TZVPD", "symbols": ["C", "C", "C", "O", "N", "C", "N", "H", "H", "H", "H", "H", "H", "H", "H", "H", "H", "H", "H", "O", "H", "H", "O", "H", "H", "O", "H", "H", "O", "H", "H", "O", "H", "H", "O", "H", "H", "O", "H", "H", "O", "H", "H", "O", "H", "H", "O", "H", "H", "O", "H", "H", "O"], "coordinates": [[0.376903, 0.864672, 1.093029], [0.272832, 2.407581, 0.984583], [0.193948, 3.164073, 2.224361], [-0.544469, 4.002830, 2.619897], [-0.969607, 0.265363, 1.608412], [-2.248345, 0.724931, 0.937392], [-2.259946, 0.039799, -0.414727], [1.267990, 0.658874, 1.560683], [0.579192, 0.524606, -0.051688], [1.227269, 3.054618, 0.557795], [-0.485709, 2.674212, 0.193429], [1.058892, 2.884691, 2.837442], [-1.024894, -0.738219, 1.416226], [-3.216353, 0.409873, 1.375782], [-2.199843, 1.920826, 0.834014], [-1.298556, 0.114213, -0.856363], [-2.619081, -0.852278, -0.428863], [-0.536829, -4.819832, 0.773450], [0.143935, -3.591847, 1.449015], [0.176202, -4.278119, 0.765315], [0.321026, -1.718566, -2.238692], [-0.537707, -2.147944, -1.093344], [-0.621515, -2.044294, -2.074744], [-0.767216, 1.435657, 3.747565], [0.676667, 1.498763, 3.750660], [-0.019494, 1.729889, 4.396654], [2.814194, -0.780407, -1.464735], [1.826977, -0.595300, -2.612275], [2.012127, -1.047627, -1.757760], [-3.875632, 1.901427, -0.925151], [-3.340398, 1.322931, -2.399724], [-3.756341, 1.998041, -1.801367], [2.009066, -3.098471, -0.919557], [2.228908, -4.464184, -0.665368], [2.694088, -3.604637, -0.500416], [3.780599, -1.536585, 0.202042], [4.769074, -2.188477, -0.587362], [4.533468, -1.341250, -0.443917], [3.351959, 1.803416, -1.149561], [4.620954, 1.120658, -1.261269], [3.788870, 1.276635, -1.626383], [-1.852484, -2.220179, 3.886192], [-0.536484, -2.461076, 3.131968], [-1.390576, -2.832620, 3.232587], [-2.310477, -3.613067, -1.549790], [-3.291340, -2.756268, -2.262068], [-3.217957, -3.350712, -1.592579], [1.266309, 2.486847, -3.404533], [0.305525, 2.132930, -2.309418], [1.046548, 1.796513, -2.930739], [-2.216127, 3.750737, -1.510556], [-1.012838, 4.527119, -1.205183], [-1.193307, 3.589230, -1.540358]], "atomic_forces_ev_per_a": [[-3.319, 0.887, -4.597], [0.021, 1.394, -3.203], [1.281, -0.783, 0.838], [-1.457, 1.361, -0.223], [0.321, 1.324, 0.746], [1.863, 0.659, -2.470], [2.024, 4.303, 0.021], [1.500, -1.451, 1.920], [-0.348, 0.451, 2.458], [-1.400, -2.282, 0.591], [0.584, -0.161, 1.259], [0.516, 0.377, 0.241], [0.824, 0.081, 0.368], [0.990, 0.201, 0.639], [-0.387, -2.799, 0.173], [-1.889, -0.536, 0.672], [-0.643, -2.439, 0.233], [-3.699, -2.213, 0.593], [-0.384, -0.288, -0.034], [3.981, 2.379, -0.772], [-1.741, -0.707, 0.161], [-0.322, -0.082, -0.728], [1.927, 0.515, 0.755], [1.189, 0.537, 1.925], [0.158, -0.093, 1.091], [-1.575, -1.490, -2.208], [4.327, 1.553, 1.219], [0.599, 0.066, 1.002], [-4.895, -1.285, -2.562], [0.120, -2.006, 4.132], [-0.561, 0.554, 2.442], [0.246, 1.890, -6.704], [-0.363, 1.525, -0.320], [0.957, 0.473, 0.865], [-0.341, -1.923, -0.444], [1.206, 0.719, -0.962], [1.555, -4.647, -1.259], [-2.718, 3.891, 2.419], [-5.425, 6.522, 5.965], [1.935, -0.475, 1.097], [3.513, -6.058, -7.108], [0.904, -1.042, -1.209], [1.716, 0.851, -0.090], [-2.620, 0.261, 1.363], [0.951, -0.050, -0.111], [-0.054, 2.693, -3.045], [-0.892, -2.589, 3.162], [1.822, 5.583, -3.874], [1.656, -0.752, -1.543], [-3.626, -4.820, 5.431], [2.196, -1.603, -0.532], [0.635, -1.806, -0.589], [-2.857, 3.330, 0.802]], "multiplicity": 2, "homo_ev": [0.10, -6.07], "de_lowest_kcal_mol": 140.9, "charge": -1, "gap_ev": [2.208, 8.261], "e_lumo_ha": [0.0847, 0.0806]}

---

(5)
{"formula": "C4H8O2S", "method": "wB97M-V/def2-TZVPD", "symbols": ["C", "C", "C", "C", "H", "H", "H", "H", "H", "H", "H", "H", "O", "O", "S"], "coordinates": [[0.776035, 0.927679, -0.822374], [-0.371615, 0.072664, -0.245052], [0.131957, -0.959763, 0.823790], [-1.695393, 0.590809, -0.006985], [2.024279, 1.120977, 0.636990], [0.306201, 1.630715, -1.521382], [1.565425, 0.281692, -1.404164], [0.558981, -0.513457, 1.676664], [-0.753705, -1.424382, 1.163056], [0.692473, -2.672473, 0.225818], [-2.256812, 0.279386, 0.824913], [-1.888471, 1.544907, -0.458657], [1.382861, 1.729736, 0.252606], [1.096175, -1.819443, 0.221659], [-1.568389, -0.789046, -1.366880]], "atomic_forces_ev_per_a": [[0.196, -0.173, -0.383], [2.035, -1.657, 1.066], [0.023, 1.014, -2.231], [0.384, -0.374, -2.243], [0.085, 0.280, 0.229], [0.405, -0.044, 0.051], [-1.552, 1.157, 1.291], [0.769, 0.998, 0.940], [-0.857, -1.145, 0.314], [-0.116, -1.007, -0.286], [-0.579, -0.201, 0.949], [-0.396, 0.318, 0.088], [-0.412, -1.331, -1.265], [-0.223, 0.662, 0.540], [0.239, 1.503, 0.939]], "homo_ev": -8.99, "de_lowest_kcal_mol": 44.6, "gap_ev": 9.693, "smiles": "OCC1(CO)CS1", "e_lumo_ha": 0.0260}

---

(6)
{"formula": "C2H11N5O", "method": "wB97M-V/def2-TZVPD", "symbols": ["C", "N", "O", "H", "H", "H", "H", "H", "C", "N", "N", "N", "N", "H", "H", "H", "H", "H", "H"], "coordinates": [[-2.509536, 0.163078, 0.287848], [-1.823373, 1.187434, 0.599227], [-1.645276, 1.374721, 1.960469], [-0.927573, 2.021491, 2.031780], [0.387747, 0.943670, -0.064435], [-2.793626, 0.082110, -0.750440], [-3.060487, -0.430664, 1.013728], [-0.515224, -1.202421, 0.036935], [1.065918, 0.061944, 0.009022], [0.100829, -0.931005, -1.904452], [2.284955, 0.388354, -0.698641], [1.286579, -0.192714, 1.412797], [0.386167, -1.105020, -0.528266], [-0.642088, -0.241884, -2.050911], [-0.195095, -1.823618, -2.283010], [2.879172, -0.435096, -0.736230], [2.067585, 0.643339, -1.654830], [1.803801, -1.060565, 1.520810], [1.849525, 0.556846, 1.798598]], "atomic_forces_ev_per_a": [[-0.830, 1.026, 0.691], [0.296, -0.087, -0.192], [-0.243, -0.364, -0.175], [-0.247, -0.158, -0.220], [0.512, -0.259, -0.074], [0.315, -0.132, -0.207], [0.366, -0.200, 0.173], [1.572, 0.097, -0.897], [-0.101, 0.729, -0.104], [-0.193, 0.199, -0.203], [0.006, 0.060, 0.058], [-0.079, -0.164, 0.033], [-1.463, -0.598, 1.178], [0.051, -0.210, 0.029], [0.079, 0.165, 0.030], [-0.032, -0.011, -0.044], [0.021, -0.076, -0.026], [-0.016, 0.050, -0.007], [-0.013, -0.069, -0.042]], "homo_ev": -9.12, "de_lowest_kcal_mol": 14.1, "gap_ev": 10.057, "smiles": "NNC(N)N.C=NO", "e_lumo_ha": 0.0345}

---

Number 1: F_max 0.0110 Eh/bohr, electronic energy -2237.63028 Ha. Number 2: F_max 0.0582 Eh/bohr, electronic energy -701.77686 Ha. Number 3: F_max 0.0127 Eh/bohr, electronic energy -340.74323 Ha. Number 4: F_max 0.2017 Eh/bohr, electronic energy -1260.21528 Ha. Number 5: F_max 0.0551 Eh/bohr, electronic energy -705.82458 Ha. Number 6: F_max 0.0383 Eh/bohr, electronic energy -431.71238 Ha.